(1)
{
  "formula": "C22H26Cl3NOW",
  "method": "ωB97M-V/def2-TZVPD",
  "e_tot_ha": -2431.54526,
  "charge": -2,
  "largest_force_ev_per_a": 10.0,
  "s_squared": 2.013,
  "spin_multiplicity": 3,
  "lumo_energy_ev": [4.8, 4.7],
  "gap_ev": [4.97, 4.86],
  "elements": ["C", "C", "C", "C", "C", "C", "C", "C", "C", "C", "W", "Cl", "Cl", "Cl", "H", "H", "H", "H", "H", "H", "H", "H", "H", "H", "H", "H", "H", "H", "H", "O", "H", "C", "C", "C", "C", "C", "C", "N", "C", "C", "C", "C", "C", "C", "H", "H", "H", "H", "H", "H", "H", "H", "H", "H"],
  "coordinates": [[-0.833, 1.033, -2.756], [-1.027, -0.354, -3.116], [0.281, -1.042, -3.041], [-2.243, -0.991, -3.651], [1.248, 0.007, -2.680], [0.576, 1.255, -2.529], [1.246, 2.615, -2.460], [-1.876, 2.087, -2.823], [0.591, -2.405, -3.524], [2.717, -0.177, -2.475], [-0.451, -0.665, -1.250], [-1.634, -2.803, -1.311], [-2.535, -0.245, -0.336], [1.024, -2.198, -0.271], [-3.152, -0.328, -3.524], [-2.389, -1.879, -3.072], [-2.191, -1.275, -4.714], [-0.173, -3.096, -3.101], [1.531, -2.721, -3.098], [0.601, -2.599, -4.611], [2.890, -1.152, -1.997], [3.114, 0.618, -1.862], [3.278, -0.137, -3.432], [2.211, 2.529, -1.950], [0.600, 3.319, -1.922], [1.451, 3.058, -3.452], [-2.887, 1.693, -2.580], [-1.938, 2.511, -3.835], [-1.620, 2.942, -2.177], [0.274, 2.018, -0.048], [0.769, 1.444, 0.581], [-1.560, 2.872, 4.351], [-2.176, 2.631, 3.130], [-1.628, 1.702, 2.265], [-0.479, 0.937, 2.570], [0.177, 1.340, 3.779], [-0.368, 2.236, 4.679], [-0.042, -0.066, 1.784], [0.459, -1.158, 2.367], [1.875, -1.418, 2.356], [2.422, -2.490, 3.037], [1.591, -3.329, 3.764], [0.233, -3.067, 3.877], [-0.330, -2.046, 3.143], [-1.971, 3.603, 5.038], [-3.091, 3.154, 2.883], [-2.100, 1.576, 1.286], [1.131, 0.850, 4.015], [0.126, 2.506, 5.601], [2.511, -0.683, 1.852], [3.486, -2.662, 3.010], [2.035, -4.104, 4.415], [-0.377, -3.665, 4.535], [-1.380, -1.780, 3.281]],
  "lowdin_spin": [0.07, 0.06, 0.05, 0.02, 0.04, 0.01, 0.00, 0.01, 0.02, 0.01, 1.36, 0.02, 0.08, 0.09, 0.00, 0.00, 0.00, 0.00, 0.00, 0.00, 0.00, 0.00, 0.00, 0.00, 0.00, 0.00, 0.00, 0.00, 0.00, 0.13, 0.00, 0.00, 0.00, 0.00, 0.00, 0.00, 0.00, 0.00, 0.00, 0.00, 0.00, 0.00, 0.00, 0.00, 0.00, 0.00, 0.00, 0.00, 0.00, 0.00, 0.00, 0.00, 0.00, 0.00]
}



(2)
{
  "formula": "C6H16N3",
  "method": "ωB97M-V/def2-TZVPD",
  "e_tot_ha": -402.08237,
  "charge": 1,
  "largest_force_ev_per_a": 4.9,
  "lumo_energy_ev": -2.7,
  "gap_ev": 9.29,
  "elements": ["C", "C", "C", "C", "C", "C", "N", "N", "N", "H", "H", "H", "H", "H", "H", "H", "H", "H", "H", "H", "H", "H", "H", "H", "H"],
  "coordinates": [[-1.037, -2.163, 0.636], [-0.068, -2.931, 0.212], [-3.082, -0.954, 1.226], [-0.173, 0.774, -1.204], [1.879, 2.274, -0.975], [1.651, -0.097, -0.179], [-1.733, -1.277, 1.045], [0.419, 1.624, 0.793], [1.031, 1.156, -0.452], [0.249, -3.171, -0.771], [-0.244, 0.976, 1.314], [0.352, -3.289, 1.116], [-3.535, -0.665, 0.216], [-3.279, -0.189, 1.981], [-3.759, -1.810, 1.444], [-0.711, -0.044, -0.631], [-0.936, 1.558, -1.541], [0.067, 0.239, -2.135], [2.711, 2.419, -0.252], [2.266, 2.146, -1.943], [1.191, 3.173, -1.062], [1.068, -0.706, 0.609], [1.747, -0.715, -1.035], [2.742, 0.005, 0.155], [1.183, 1.669, 1.432]],
  "lowdin_charge": [-0.22, 0.01, -0.11, -0.03, 0.04, -0.06, 0.00, 0.11, -0.42, 0.06, 0.14, 0.06, 0.11, 0.08, 0.10, 0.09, 0.14, 0.11, 0.12, 0.09, 0.14, 0.12, 0.09, 0.14, 0.09]
}



(3)
{
  "formula": "C6H4OS",
  "method": "ωB97M-V/def2-TZVPD",
  "e_tot_ha": -704.21282,
  "charge": 0,
  "largest_force_ev_per_a": 4.6,
  "lumo_energy_ev": [-0.5, -0.5],
  "gap_ev": [8.50, 8.50],
  "elements": ["C", "C", "C", "C", "C", "C", "O", "S", "H", "H", "H", "H"],
  "coordinates": [[0.656, -0.431, 0.025], [-0.377, 0.435, -0.451], [0.645, -1.009, 1.259], [-1.425, 0.970, 0.186], [-0.536, -0.858, 1.990], [-1.559, -0.005, 2.051], [-2.239, -2.368, 3.368], [-1.459, -1.137, 3.520], [1.601, -0.596, -0.674], [-0.296, 0.953, -1.497], [1.482, -1.494, 1.519], [-2.149, 1.774, 0.114]],
  "lowdin_charge": [-0.10, -0.18, -0.08, 0.11, -0.45, -0.12, -0.54, 0.94, 0.15, 0.14, 0.07, 0.06]
}



(4)
{
  "formula": "C16H26O8",
  "method": "ωB97M-V/def2-TZVPD",
  "e_tot_ha": -1227.11501,
  "charge": -1,
  "largest_force_ev_per_a": 4.5,
  "s_squared": 0.750,
  "spin_multiplicity": 2,
  "lumo_energy_ev": [2.7, 2.7],
  "gap_ev": [2.31, 10.32],
  "elements": ["O", "C", "O", "C", "C", "C", "H", "H", "H", "H", "H", "H", "H", "H", "O", "C", "O", "C", "C", "C", "H", "H", "H", "H", "H", "H", "O", "C", "O", "C", "C", "C", "H", "H", "H", "H", "H", "H", "O", "C", "O", "C", "C", "C", "H", "H", "H", "H", "H", "H"],
  "coordinates": [[5.971, 0.749, 0.640], [4.787, 0.992, 0.546], [3.922, 0.604, 1.492], [4.384, -0.412, 2.435], [4.357, 0.114, 3.872], [4.246, 2.081, -0.324], [5.317, -0.952, 2.271], [3.624, -1.187, 2.338], [4.706, -0.734, 4.461], [3.346, 0.230, 4.263], [4.892, 1.058, 3.978], [3.678, 1.521, -1.066], [5.128, 2.525, -0.786], [3.575, 2.813, 0.126], [-0.754, 1.206, 0.940], [-0.603, -0.032, 0.800], [-1.012, -0.904, 1.854], [-0.639, -2.289, 1.526], [0.377, -2.124, 0.397], [-0.015, -0.848, -0.361], [-1.570, -2.840, 1.391], [-0.255, -2.715, 2.453], [0.196, -2.990, -0.240], [1.306, -1.836, 0.891], [-0.892, -0.950, -1.002], [0.799, -0.200, -0.687], [0.206, -0.731, -7.286], [0.091, -0.959, -6.129], [-0.996, -0.489, -5.532], [-0.920, -0.644, -4.111], [-0.044, -1.893, -4.054], [0.871, -1.761, -5.235], [-1.853, -0.759, -3.559], [-0.416, 0.242, -3.725], [-0.776, -2.697, -4.130], [0.501, -1.880, -3.110], [1.134, -2.703, -5.716], [1.718, -1.149, -4.928], [-5.519, 4.054, 0.827], [-5.205, 2.960, 1.271], [-3.843, 2.528, 1.170], [-3.680, 1.346, 1.885], [-4.871, 1.385, 2.858], [-6.014, 2.090, 2.159], [-2.760, 1.388, 2.467], [-3.628, 0.395, 1.355], [-4.392, 1.745, 3.768], [-5.197, 0.410, 3.222], [-6.601, 2.768, 2.779], [-6.674, 1.476, 1.545]],
  "lowdin_spin": [0.01, 0.03, 0.01, 0.03, 0.02, 0.03, 0.00, 0.02, 0.00, 0.01, 0.00, 0.02, 0.00, 0.00, 0.01, 0.02, 0.01, 0.10, 0.13, 0.06, 0.03, 0.02, 0.06, 0.02, 0.02, 0.02, 0.00, 0.01, 0.01, 0.04, 0.07, 0.03, 0.02, 0.01, 0.03, 0.02, 0.01, 0.02, 0.00, 0.00, 0.01, 0.01, 0.00, 0.00, 0.00, 0.01, 0.00, 0.00, 0.00, 0.00]
}



(5)
{
  "formula": "C4H9N2O2",
  "method": "ωB97M-V/def2-TZVPD",
  "e_tot_ha": -417.51670,
  "charge": 1,
  "largest_force_ev_per_a": 5.7,
  "smiles": "C[N+]1=C(O)NCOC1",
  "lumo_energy_ev": -3.3,
  "gap_ev": 11.28,
  "elements": ["C", "N", "C", "O", "N", "C", "O", "C", "H", "H", "H", "H", "H", "H", "H", "H", "H"],
  "coordinates": [[1.005, 1.924, 0.370], [0.291, 0.663, 0.214], [-0.227, 0.300, -0.933], [-0.071, 1.042, -2.003], [-0.852, -0.922, -1.029], [-0.871, -1.869, 0.049], [0.211, -1.661, 0.930], [0.166, -0.417, 1.483], [1.587, 2.054, -0.468], [1.676, 1.854, 1.339], [0.424, 2.763, 0.613], [-0.544, 0.667, -2.823], [-0.994, -1.341, -2.019], [-1.841, -1.930, 0.445], [-0.542, -2.808, -0.322], [1.090, -0.277, 2.015], [-0.507, -0.042, 2.140]],
  "lowdin_charge": [0.01, 0.03, -0.37, 0.18, 0.12, -0.15, -0.01, -0.03, 0.07, 0.15, 0.08, 0.20, 0.21, 0.13, 0.14, 0.13, 0.11]
}



(6)
{
  "formula": "C24H28F2N2O22S6",
  "method": "ωB97M-V/def2-TZVPD",
  "e_tot_ha": -5284.08093,
  "charge": 0,
  "largest_force_ev_per_a": 10.2,
  "smiles": "O=C(F)N(C(=O)F)c1ccc2c(c1)Sc1ccccc1N2.O=S1(=O)OCCO1.O=S1(=O)OCCO1.O=S1(=O)OCCO1.O=S1(=O)OCCO1.O=S1(=O)OCCO1",
  "lumo_energy_ev": -1.0,
  "gap_ev": 6.28,
  "elements": ["O", "C", "F", "N", "C", "O", "F", "C", "C", "C", "C", "C", "C", "S", "C", "C", "C", "C", "C", "C", "N", "H", "H", "H", "H", "H", "H", "H", "H", "O", "S", "O", "O", "C", "C", "O", "H", "H", "H", "H", "O", "S", "O", "O", "C", "C", "O", "H", "H", "H", "H", "O", "S", "O", "O", "C", "C", "O", "H", "H", "H", "H", "O", "S", "O", "O", "C", "C", "O", "H", "H", "H", "H", "O", "S", "O", "O", "C", "C", "O", "H", "H", "H", "H"],
  "coordinates": [[11.194, 1.149, -0.744], [9.973, 1.212, -1.301], [9.164, -0.028, -1.585], [9.296, 2.526, -1.740], [9.760, 2.715, -3.167], [9.778, 1.672, -4.044], [10.276, 4.016, -3.731], [7.816, 2.230, -1.635], [7.138, 1.985, -0.126], [5.521, 1.610, 0.061], [4.473, 1.464, -1.226], [5.170, 1.717, -2.725], [6.767, 2.089, -2.907], [3.959, 1.499, -4.188], [2.924, -0.004, -3.620], [2.436, -1.212, -4.632], [1.583, -2.459, -3.926], [1.247, -2.494, -2.289], [1.708, -1.260, -1.298], [2.563, 0.001, -1.987], [3.001, 1.143, -1.096], [7.890, 2.063, 0.796], [5.145, 1.439, 1.170], [7.150, 2.217, -4.020], [2.697, -1.198, -5.785], [1.204, -3.404, -4.533], [0.664, -3.416, -1.848], [1.466, -1.305, -0.149], [2.689, 1.034, -0.106], [1.819, -1.151, 1.734], [2.265, 0.064, 2.379], [2.161, 1.366, 1.763], [3.803, -0.156, 2.871], [3.883, 0.031, 4.283], [2.507, -0.350, 4.823], [1.579, 0.137, 3.857], [4.102, 1.087, 4.475], [4.679, -0.588, 4.706], [2.308, 0.088, 5.804], [2.395, -1.438, 4.881], [-2.226, 0.264, -3.904], [-1.962, -0.242, -2.575], [-1.461, -1.573, -2.325], [-3.297, -0.010, -1.668], [-2.971, 0.800, -0.540], [-1.801, 1.672, -0.988], [-0.997, 0.825, -1.806], [-2.678, 0.138, 0.281], [-3.836, 1.395, -0.236], [-1.223, 2.058, -0.146], [-2.147, 2.508, -1.605], [-2.031, -0.921, 3.158], [-3.454, -0.694, 3.031], [-4.044, 0.625, 3.035], [-4.216, -1.607, 4.145], [-5.125, -2.493, 3.494], [-4.529, -2.743, 2.111], [-3.980, -1.491, 1.709], [-6.096, -1.991, 3.420], [-5.237, -3.416, 4.069], [-5.277, -3.086, 1.391], [-3.712, -3.470, 2.160], [-5.491, -5.275, 3.768], [-6.913, -5.048, 3.641], [-7.503, -3.729, 3.645], [-7.676, -5.961, 4.756], [-8.584, -6.847, 4.104], [-7.988, -7.097, 2.721], [-7.439, -5.845, 2.319], [-9.555, -6.345, 4.030], [-8.696, -7.770, 4.679], [-8.736, -7.440, 2.001], [-7.171, -7.825, 2.770], [-2.585, 4.122, -1.432], [-2.273, 5.513, -1.670], [-1.720, 6.381, -0.657], [-3.595, 6.230, -2.302], [-3.272, 6.783, -3.577], [-2.145, 5.913, -4.126], [-1.329, 5.603, -2.998], [-2.937, 7.814, -3.425], [-4.151, 6.780, -4.227], [-1.561, 6.425, -4.895], [-2.534, 4.973, -4.530]],
  "lowdin_charge": [0.05, -0.18, 0.00, 0.04, -0.15, 0.04, 0.00, -0.16, 0.01, 0.02, -0.12, -0.36, 0.02, 0.78, -0.39, -0.06, -0.06, -0.06, 0.02, -0.13, 0.00, 0.10, 0.08, 0.10, 0.09, 0.08, 0.09, 0.06, 0.06, -0.24, 0.69, -0.24, -0.20, -0.17, -0.17, -0.18, 0.14, 0.14, 0.14, 0.14, -0.24, 0.67, -0.26, -0.19, -0.16, -0.18, -0.20, 0.10, 0.14, 0.14, 0.07, -0.24, 0.67, -0.24, -0.18, -0.21, -0.16, -0.20, 0.12, 0.08, 0.14, 0.14, -0.23, 0.70, -0.22, -0.18, -0.17, -0.17, -0.18, 0.14, 0.14, 0.14, 0.14, -0.25, 0.72, -0.22, -0.19, -0.17, -0.17, -0.18, 0.13, 0.14, 0.14, 0.14]
}